C31H42N6O3PSSe2SiTeY | ωB97M-V/def2-TZVPD

Geometry as XYZ:
```
89
Properties=species:S:1:pos:R:3
Y 0.3152 0.3355 0.2383
C -0.9310 0.1067 2.2199
Si -2.3110 -1.0530 2.0919
C -1.5454 -2.7106 1.6000
N -1.0451 -2.8598 0.2208
C -2.1594 -3.2776 -0.6398
C -1.7401 -3.6369 -2.0545
C -0.6735 -4.7206 -2.0555
C 0.4814 -4.2671 -1.1759
C -0.0094 -3.9071 0.2166
C -3.5456 -0.3578 0.8395
C -4.7429 -1.0090 0.5127
C -5.6249 -0.4905 -0.4200
C -5.3402 0.7146 -1.0512
C -4.1816 1.3967 -0.7254
C -3.2976 0.8665 0.2140
C -3.2563 -1.4332 3.6731
C -4.5367 -0.9554 3.9510
C -5.1648 -1.2266 5.1609
C -4.5190 -1.9876 6.1216
C -3.2430 -2.4743 5.8701
C -2.6225 -2.1968 4.6615
H -0.2462 -0.3065 2.9747
H -1.2707 1.0901 2.5629
H -2.1665 -3.5764 1.8824
H -0.6764 -2.7463 2.2704
H -2.8979 -2.4824 -0.6605
H -2.6470 -4.1576 -0.1793
H -1.3493 -2.7478 -2.5560
H -2.6266 -3.9475 -2.6121
H -0.3366 -4.9384 -3.0710
H -1.0937 -5.6477 -1.6511
H 0.9586 -3.3984 -1.6378
H 1.2453 -5.0420 -1.0858
H 0.8100 -3.5733 0.8511
H -0.4277 -4.8140 0.6912
H -4.9880 -1.9494 0.9942
H -6.5381 -1.0205 -0.6569
H -6.0298 1.1237 -1.7779
H -3.9863 2.3573 -1.1857
H -2.4311 1.4548 0.5002
H -5.0622 -0.3567 3.2156
H -6.1590 -0.8427 5.3518
H -5.0070 -2.2001 7.0640
H -2.7322 -3.0678 6.6165
H -1.6214 -2.5786 4.4969
C -1.1807 5.9550 0.8257
C 0.2059 5.8263 1.4059
O 1.0064 4.8376 0.7210
P 0.8574 3.2825 1.0277
O -0.3827 2.6560 0.4208
Te 2.8140 2.1477 0.3970
O 0.6375 3.2175 2.6037
C 1.6907 3.4958 3.5472
C 1.0912 3.4291 4.9279
H -1.7463 6.6874 1.4024
H -1.7191 5.0088 0.8477
H -1.1319 6.3130 -0.2041
H 0.1662 5.5735 2.4657
H 0.7653 6.7541 1.2924
H 2.1142 4.4814 3.3306
H 2.4744 2.7490 3.4043
H 0.3071 4.1744 5.0573
H 1.8649 3.6119 5.6730
H 0.6639 2.4443 5.1092
N 0.3631 4.7293 -2.9826
C -0.2990 3.6325 -2.5643
N -1.5486 3.8271 -2.1019
S 0.3836 2.1085 -2.6973
H 0.0153 5.6559 -2.8094
H 1.3394 4.6181 -3.1969
H -1.8163 4.7323 -1.7569
H -1.9499 3.0364 -1.6222
Se 2.3909 -2.7041 3.5104
C 2.0421 -1.8104 2.0156
N 1.7820 -1.2289 1.0280
Se 2.6425 -1.4106 -1.6607
N 0.9062 -0.8961 -1.8125
C 0.5882 -1.0275 -3.0887
C -0.7139 -0.7653 -3.6405
C -0.9143 -0.9738 -4.9568
C 0.1396 -1.4322 -5.8315
C 1.3779 -1.6806 -5.3619
C 1.6369 -1.4868 -3.9587
N 2.8046 -1.7159 -3.3889
H -1.5058 -0.4101 -2.9935
H -1.8920 -0.7912 -5.3812
H -0.0775 -1.5752 -6.8810
H 2.1819 -2.0264 -5.9945
```

Summary:
ΔE to the lowest compared entry with this formula, charge and spin	0.578	eV
HOMO energy	-7.734	eV
Kohn-Sham gap	6.575	eV
total energy	-7899.219521	a.u.